No. 1
Computed, not measured: a structure of composition C55H69IrO3P3SSi in a non-equilibrium geometry, with ωB97M-V/def2-TZVPD.

Summary:
Highest occupied orbital energy: -10.78 eV
Kohn-Sham gap: 7.5555 eV

Geometry as ORCA input:
```
! RIJCOSX wB97M-V def2-TZVPD def2/J DEFGRID3
* xyz 1 1
Ir 0.041 0.435 1.040
C -0.235 3.759 2.558
Si 0.122 2.850 0.961
C -1.065 3.364 -0.382
C -1.015 4.644 -0.950
C -1.920 5.027 -1.925
C -2.871 4.114 -2.378
C -2.903 2.836 -1.849
C -2.009 2.468 -0.837
P -2.070 0.824 -0.063
C -2.682 -0.205 -1.498
C -1.975 -1.562 -1.553
C -2.318 -2.324 -2.833
C -3.825 -2.548 -2.906
C -4.548 -1.208 -2.849
C -4.196 -0.460 -1.558
C -3.455 0.942 1.176
C -2.919 1.256 2.601
C -3.807 2.240 3.362
C -3.930 3.562 2.611
C -4.427 3.357 1.163
C -4.629 1.878 0.811
C 1.781 3.418 0.372
C 2.226 4.740 0.507
C 3.482 5.115 0.061
C 4.318 4.167 -0.523
C 3.888 2.858 -0.646
C 2.622 2.487 -0.192
P 2.026 0.784 -0.400
C 3.461 -0.360 -0.172
C 4.389 -0.669 -1.384
C 5.824 -0.136 -1.341
C 6.455 -0.308 0.033
C 5.627 0.454 1.057
C 4.219 -0.130 1.173
C 1.465 0.818 -2.163
C 2.287 1.636 -3.168
C 1.558 1.673 -4.514
C 1.291 0.266 -5.041
C 0.488 -0.544 -4.024
C 1.235 -0.599 -2.694
H -0.858 4.639 2.385
H 0.705 4.081 3.012
H -0.735 3.119 3.284
H -0.257 5.349 -0.626
H -1.888 6.028 -2.336
H -3.586 4.400 -3.138
H -3.640 2.137 -2.224
H -2.371 0.361 -2.382
H -2.308 -2.155 -0.708
H -0.909 -1.405 -1.453
H -1.793 -3.284 -2.854
H -1.990 -1.750 -3.702
H -4.138 -3.156 -2.049
H -4.090 -3.094 -3.813
H -5.628 -1.357 -2.894
H -4.261 -0.599 -3.712
H -4.497 -1.073 -0.703
H -4.768 0.466 -1.522
H -3.844 -0.081 1.172
H -1.914 1.670 2.547
H -2.841 0.335 3.180
H -3.375 2.416 4.349
H -4.797 1.802 3.517
H -2.953 4.044 2.592
H -4.605 4.224 3.154
H -3.725 3.811 0.467
H -5.382 3.864 1.015
H -4.879 1.802 -0.244
H -5.501 1.510 1.357
H 1.579 5.483 0.961
H 3.811 6.141 0.164
H 5.300 4.451 -0.878
H 4.529 2.126 -1.111
H 2.878 -1.274 -0.027
H 3.926 -0.342 -2.311
H 4.455 -1.759 -1.438
H 5.867 0.920 -1.617
H 6.398 -0.676 -2.097
H 7.482 0.060 0.018
H 6.485 -1.371 0.300
H 5.591 1.509 0.778
H 6.091 0.399 2.042
H 3.633 0.493 1.837
H 4.303 -1.104 1.665
H 0.487 1.308 -2.067
H 3.272 1.187 -3.320
H 2.438 2.653 -2.806
H 2.159 2.230 -5.235
H 0.607 2.205 -4.399
H 2.245 -0.241 -5.225
H 0.756 0.314 -5.990
H 0.309 -1.554 -4.400
H -0.485 -0.063 -3.868
H 2.191 -1.109 -2.847
H 0.686 -1.170 -1.954
O 1.739 -0.443 2.266
S 1.157 -0.157 3.631
O 2.052 0.450 4.558
O -0.102 0.572 3.390
C 0.699 -1.750 4.186
C 0.915 -2.140 5.498
C 0.628 -3.445 5.861
C 0.153 -4.339 4.912
C -0.058 -3.936 3.600
C 0.207 -2.626 3.217
P -0.032 -2.101 1.459
C -1.593 -3.030 1.203
C -2.712 -2.436 1.787
C -3.951 -3.052 1.737
C -4.084 -4.283 1.105
C -2.978 -4.881 0.521
C -1.734 -4.260 0.571
C 1.240 -3.087 0.603
C 1.071 -3.455 -0.732
C 2.052 -4.183 -1.390
C 3.212 -4.551 -0.722
C 3.388 -4.190 0.607
C 2.412 -3.454 1.265
H 1.318 -1.425 6.204
H 0.793 -3.771 6.880
H -0.050 -5.365 5.190
H -0.406 -4.654 2.870
H -2.595 -1.482 2.290
H -4.813 -2.579 2.193
H -5.044 -4.784 1.086
H -3.078 -5.840 0.028
H -0.877 -4.748 0.125
H 0.167 -3.181 -1.260
H 1.904 -4.476 -2.422
H 3.976 -5.122 -1.235
H 4.282 -4.492 1.138
H 2.568 -3.144 2.291
*
```

=====

No. 2
Computed, not measured: the ion C5H8IN2 with charge +1 in a non-equilibrium geometry, with ωB97M-V/def2-TZVPD.

Summary:
ΔE to the lowest compared entry with this formula, charge and spin: 62.2 kcal per mole
Highest occupied orbital energy: -12.82 eV
SMILES: [NH2+]=C=N[C@H]1C[C@H]1CI
Kohn-Sham gap: 8.2220 eV

Geometry as ORCA input:
```
! RIJCOSX wB97M-V def2-TZVPD def2/J DEFGRID3
* xyz 1 1
C -0.710 0.250 0.120
C -0.487 -2.272 0.010
C -0.329 1.233 1.206
C 0.153 1.520 -0.231
C 1.503 1.351 -0.711
N -0.350 -1.090 -0.120
N -0.352 -3.512 -0.047
I 2.730 -0.327 0.050
H -1.673 0.388 -0.231
H -1.088 1.862 1.707
H 0.229 0.603 1.943
H -0.413 2.235 -0.929
H 2.147 2.158 -0.411
H 1.443 1.074 -1.830
H -0.962 -4.086 0.455
H 0.201 -3.931 -0.787
*
```

=====

No. 3
Computed, not measured: a cluster of 6 separate species, C23H39ClF3O11P3S in total in a non-equilibrium geometry, with ωB97M-V/def2-TZVPD.

Summary:
Highest occupied orbital energy: -7.53 eV
SMILES: OP(Cl)[PH2](CCC(F)(F)F)[PH2]=S.O=C1CCCO1.O=C1CCCO1.O=C1CCCO1.O=C1CCCO1.O=C1CCCO1
Kohn-Sham gap: 7.9402 eV

Geometry as ORCA input:
```
! RIJCOSX wB97M-V def2-TZVPD def2/J DEFGRID3
* xyz 0 1
O 1.255 0.425 -1.316
P -0.349 1.050 -1.034
Cl -0.887 0.273 0.908
P -0.305 3.229 -0.924
C -1.913 3.452 -1.928
C -3.124 2.414 -1.551
C -3.417 1.271 -2.730
F -2.286 1.085 -3.668
F -4.577 1.742 -3.575
F -3.703 -0.082 -2.128
P 0.048 5.412 -0.776
S 0.193 6.024 1.089
H 1.252 -0.520 -0.937
H 0.977 3.172 -1.640
H -0.311 3.163 0.516
H -1.623 3.484 -3.062
H -2.319 4.543 -1.667
H -4.122 3.067 -1.519
H -3.040 1.937 -0.469
H -0.907 6.197 -1.517
H 1.357 5.710 -1.376
O 1.248 -2.671 -0.888
C 2.215 -3.256 -0.429
O 2.182 -4.527 0.068
C 3.458 -4.849 0.618
C 4.428 -3.913 -0.054
C 3.591 -2.680 -0.284
H 3.420 -4.700 1.702
H 3.694 -5.898 0.412
H 5.328 -3.727 0.539
H 4.739 -4.331 -1.019
H 3.609 -2.009 0.580
H 3.895 -2.152 -1.191
O -10.774 1.685 -3.021
C -9.624 1.477 -3.372
O -8.575 1.311 -2.514
C -7.368 1.198 -3.266
C -7.796 0.759 -4.642
C -9.147 1.412 -4.791
H -6.870 2.173 -3.277
H -6.706 0.467 -2.792
H -7.086 1.039 -5.424
H -7.912 -0.332 -4.664
H -9.066 2.428 -5.188
H -9.819 0.809 -5.406
O 3.512 7.200 -1.188
C 4.067 7.076 -0.109
O 3.645 6.236 0.881
C 4.460 6.427 2.037
C 5.740 7.035 1.524
C 5.271 7.846 0.343
H 3.933 7.091 2.730
H 4.633 5.466 2.529
H 6.268 7.625 2.278
H 6.415 6.242 1.180
H 4.961 8.852 0.637
H 6.029 7.887 -0.442
O -1.501 2.295 4.240
C -2.048 1.362 4.806
O -2.195 1.263 6.159
C -2.778 -0.001 6.475
C -3.476 -0.443 5.216
C -2.609 0.146 4.133
H -1.979 -0.689 6.771
H -3.475 0.113 7.310
H -3.589 -1.528 5.145
H -4.476 0.005 5.170
H -1.787 -0.522 3.861
H -3.195 0.418 3.252
O 4.612 -7.197 -0.929
C 4.951 -8.242 -0.399
O 6.215 -8.508 0.043
C 6.276 -9.856 0.504
C 4.854 -10.232 0.826
C 4.065 -9.432 -0.180
H 6.701 -10.479 -0.290
H 6.923 -9.916 1.385
H 4.669 -11.308 0.770
H 4.602 -9.897 1.840
H 3.948 -9.969 -1.125
H 3.094 -9.131 0.219
*
```

=====

No. 4
Computed, not measured: a cluster of 2 separate species, C15H32BO6 in total in a non-equilibrium geometry, with ωB97M-V/def2-TZVPD.

Summary:
Highest occupied orbital energy: -4.22 eV
Kohn-Sham gap: 7.0648 eV

Geometry as ORCA input:
```
! RIJCOSX wB97M-V def2-TZVPD def2/J DEFGRID3
* xyz -1 1
C -1.134 -4.349 2.292
C -0.395 -3.357 1.387
C -0.466 -3.721 -0.100
C -1.097 -2.711 -1.096
C -2.510 -3.176 -1.469
C -1.052 -1.218 -0.729
C -2.251 -0.866 0.192
C -2.114 0.377 1.073
O -2.651 1.559 0.465
O -1.235 -0.497 -1.938
B -0.479 0.781 -1.940
O 0.287 0.666 -0.617
C 0.310 -0.654 -0.249
C 1.499 -1.335 -0.940
C 2.796 -0.743 -0.433
O 3.288 -1.425 0.731
H -0.850 -4.154 3.320
H -2.199 -4.145 2.229
H -0.912 -5.368 2.006
H -0.764 -2.372 1.631
H 0.646 -3.369 1.696
H -1.047 -4.638 -0.177
H 0.518 -3.994 -0.449
H -0.535 -2.790 -2.019
H -3.054 -3.487 -0.586
H -3.031 -2.385 -1.993
H -2.406 -4.001 -2.167
H -2.421 -1.694 0.880
H -3.138 -0.738 -0.406
H -1.095 0.553 1.397
H -2.701 0.192 1.976
H -3.459 1.779 0.953
H 0.411 0.838 -2.792
H -1.168 1.771 -1.778
H 0.512 -0.780 0.823
H 1.550 -2.400 -0.742
H 1.459 -1.201 -2.018
H 3.572 -0.813 -1.185
H 2.635 0.311 -0.221
H 2.705 -1.173 1.464
O 3.845 6.157 -0.332
C 2.947 5.414 -0.016
O 2.375 4.644 -0.942
C 1.396 3.623 -0.627
C 0.006 4.210 -0.528
C 2.421 5.390 1.403
H 1.685 3.068 0.264
H 1.431 2.918 -1.454
H -0.066 4.941 0.282
H -0.724 3.420 -0.356
H -0.250 4.726 -1.454
H 1.717 6.212 1.526
H 3.260 5.541 2.079
H 1.933 4.460 1.682
*
```

=====

No. 5
Computed, not measured: a cluster of 8 separate species, H16O8 in total in a non-equilibrium geometry, with ωB97M-V/def2-TZVPD.

Summary:
ΔE to the lowest compared entry with this formula, charge and spin: 64.9 kcal per mole
Highest occupied orbital energy: -10.30 eV
SMILES: O.O.O.O.O.O.O.O
Kohn-Sham gap: 10.1636 eV

Geometry as ORCA input:
```
! RIJCOSX wB97M-V def2-TZVPD def2/J DEFGRID3
* xyz 0 1
O 1.707 1.296 2.181
H 2.023 2.161 2.144
H 1.262 1.083 1.391
O 0.307 -0.419 0.179
H -0.204 0.405 0.029
H -0.242 -1.210 0.005
O 0.524 -1.890 2.547
H -0.286 -1.538 2.182
H 0.876 -2.384 1.819
O -1.190 1.905 -0.243
H -1.463 1.960 0.658
H -0.594 2.625 -0.408
O -2.611 -1.061 -1.876
H -3.083 -0.877 -1.054
H -1.814 -0.635 -1.719
O 1.603 2.586 -0.570
H 1.386 3.456 -0.927
H 2.449 2.717 -0.131
O 1.789 -0.731 -1.968
H 1.098 -0.883 -2.588
H 1.293 -0.588 -1.093
O -1.285 -2.615 -0.011
H -1.403 -3.109 -0.812
H -2.143 -2.255 0.263
*
```

=====

No. 6
Computed, not measured: an isolated molecule of C25H29N3O5S2 in a non-equilibrium geometry, with ωB97M-V/def2-TZVPD.

Summary:
ΔE to the lowest compared entry with this formula, charge and spin: 4.2 kcal per mole
Highest occupied orbital energy: -8.26 eV
SMILES: CCCN(CCC)S(=O)(=O)c1ccc(C(=O)Nc2nc(-c3ccccc3)c(C(=O)OCC)s2)cc1
Kohn-Sham gap: 8.2213 eV

Geometry as ORCA input:
```
! RIJCOSX wB97M-V def2-TZVPD def2/J DEFGRID3
* xyz 0 1
C -5.940 0.984 2.989
C -4.531 1.560 3.038
C -4.306 2.574 1.912
N -2.954 3.079 1.908
S -1.984 2.536 0.686
O -0.719 3.204 0.785
O -2.671 2.561 -0.577
C -1.750 0.816 1.139
C -0.873 0.520 2.166
C -0.562 -0.801 2.433
C -1.130 -1.812 1.661
C -2.084 -1.507 0.694
C -2.387 -0.182 0.429
H -3.076 0.092 -0.354
H -2.546 -2.300 0.127
C -0.647 -3.221 1.811
O -1.125 -4.046 2.550
N 0.433 -3.535 1.016
C 1.135 -2.775 0.117
N 2.160 -3.257 -0.504
C 2.738 -2.372 -1.364
C 2.108 -1.138 -1.389
C 2.279 0.164 -2.038
O 3.041 0.465 -2.924
O 1.412 1.015 -1.464
C 1.322 2.357 -1.946
C 0.121 2.519 -2.865
H -0.799 2.338 -2.314
H 0.101 3.534 -3.252
H 0.186 1.825 -3.701
H 2.254 2.599 -2.468
H 1.204 2.978 -1.055
S 0.755 -1.125 -0.292
C 3.910 -2.847 -2.091
C 4.496 -4.047 -1.676
C 5.601 -4.552 -2.329
C 6.141 -3.874 -3.410
C 5.564 -2.687 -3.831
C 4.458 -2.173 -3.182
H 4.023 -1.247 -3.518
H 5.979 -2.155 -4.675
H 7.006 -4.269 -3.922
H 6.046 -5.479 -1.995
H 4.069 -4.569 -0.834
H 0.781 -4.485 1.113
H 0.149 -1.052 3.206
H -0.412 1.329 2.708
C -2.618 4.308 2.595
C -2.581 5.536 1.680
C -3.888 5.771 0.933
H -3.818 6.678 0.337
H -4.719 5.883 1.627
H -4.091 4.940 0.262
H -2.343 6.407 2.295
H -1.775 5.396 0.959
H -3.347 4.447 3.397
H -1.628 4.175 3.041
H -5.020 3.396 2.012
H -4.474 2.098 0.943
H -4.365 2.052 3.999
H -3.799 0.755 2.948
H -6.681 1.774 3.091
H -6.109 0.476 2.043
H -6.087 0.269 3.794
*
```

=====

No. 7
Computed, not measured: a cluster of 2 separate species, C2H2N2O4 in total in a non-equilibrium geometry, with ωB97M-V/def2-TZVPD.

Summary:
ΔE to the lowest compared entry with this formula, charge and spin: 115.4 kcal per mole
Highest occupied orbital energy (spin up / spin down): -8.09 / -10.54 eV
Expectation value of S²: 2.01
Kohn-Sham gap (spin up / spin down): 8.6110 / 6.2079 eV

Geometry as ORCA input:
```
! RIJCOSX wB97M-V def2-TZVPD def2/J DEFGRID3
* xyz 0 3
C -0.526 1.721 0.698
C 1.146 0.827 -1.727
N 1.508 0.431 -0.703
N -1.056 0.623 -0.214
O -0.942 -0.456 0.255
O -0.647 2.857 0.428
O 1.797 -0.094 0.353
O -1.615 1.019 -1.207
H -0.258 1.088 1.678
H 0.763 1.569 -2.294
*
```

=====

No. 8
Computed, not measured: a structure of composition C31H47NO3P2RuS in a non-equilibrium geometry, with ωB97M-V/def2-TZVPD.

Summary:
ΔE to the lowest compared entry with this formula, charge and spin: 86.5 kcal per mole
Highest occupied orbital energy (spin up / spin down): -8.50 / -9.92 eV
Expectation value of S²: 8.77
Kohn-Sham gap (spin up / spin down): 5.2775 / 4.6285 eV

Geometry as ORCA input:
```
! RIJCOSX wB97M-V def2-TZVPD def2/J DEFGRID3
* xyz 1 6
Ru -0.729 -0.075 -4.077
C -0.723 -1.827 0.158
C 0.608 -2.042 -0.287
C 0.671 -0.418 1.324
C -0.685 -0.817 1.154
C 1.454 -1.119 0.361
C -1.933 -2.623 -0.127
H -1.782 -3.342 -0.936
H -2.808 -2.006 -0.373
H -2.212 -3.191 0.772
C -1.792 -0.510 2.085
H -2.745 -0.406 1.547
H -1.602 0.423 2.633
H -1.912 -1.321 2.829
C 1.181 0.335 2.487
H 0.963 -0.225 3.415
H 0.722 1.329 2.585
H 2.268 0.459 2.416
C 2.929 -1.097 0.212
H 3.368 -1.948 0.752
H 3.401 -0.196 0.616
H 3.236 -1.197 -0.837
C 1.134 -3.108 -1.158
H 1.684 -3.867 -0.593
H 1.839 -2.684 -1.881
H 0.329 -3.614 -1.690
C -1.791 0.929 -5.497
C -1.933 -0.502 -5.571
C -1.095 -1.357 -6.498
C 0.463 -1.245 -6.339
C 0.937 -0.541 -5.100
C 0.872 0.874 -4.943
C 0.509 1.862 -6.012
C -0.929 1.643 -6.518
H -1.375 -1.130 -7.539
H 0.892 -0.824 -7.260
H -1.374 -2.394 -6.268
H -0.909 1.066 -7.451
H -2.634 1.516 -5.114
H -2.903 -0.898 -5.253
H -1.372 2.625 -6.728
H 0.609 2.869 -5.572
H 1.488 1.322 -4.150
H 1.234 1.874 -6.838
H 0.863 -2.264 -6.278
H 1.640 -1.084 -4.446
P -1.621 1.319 -1.964
P 1.541 1.606 -1.677
C -0.907 2.831 -2.744
C 0.578 3.064 -2.359
H -1.521 3.691 -2.452
H -1.017 2.710 -3.833
H 1.142 3.487 -3.200
H 0.587 3.765 -1.519
C 2.211 2.327 -0.164
H 2.902 1.623 0.308
H 1.364 2.522 0.493
H 2.716 3.265 -0.413
C 3.185 1.421 -2.554
H 3.520 2.361 -3.031
H 3.118 0.623 -3.316
H 3.942 1.098 -1.812
C -3.345 0.841 -2.354
H -3.488 -0.155 -1.901
H -3.554 0.755 -3.428
H -4.049 1.542 -1.884
C -1.358 -1.893 -3.422
H -0.411 -2.329 -3.117
H -1.882 -2.489 -4.165
H -1.993 -1.760 -2.539
O -0.158 5.655 1.579
S -0.394 4.268 1.860
O 0.552 3.568 2.703
N -0.610 3.385 0.412
C -1.713 2.694 0.453
O -1.961 1.637 -0.353
C -2.643 3.024 1.503
C -3.926 2.509 1.742
C -4.591 2.932 2.891
C -3.969 3.811 3.796
C -2.671 4.292 3.568
C -2.041 3.915 2.393
H -4.362 1.811 1.026
H -5.603 2.581 3.092
H -4.502 4.137 4.687
H -2.142 4.954 4.261
*
```

=====

No. 9
Computed, not measured: a structure of composition C5H10FeO3 in a non-equilibrium geometry, with ωB97M-V/def2-TZVPD.

Summary:
Highest occupied orbital energy (spin up / spin down): -16.79 / -19.75 eV
Expectation value of S²: 12.02
Kohn-Sham gap (spin up / spin down): 7.6392 / 7.3296 eV

Geometry as ORCA input:
```
! RIJCOSX wB97M-V def2-TZVPD def2/J DEFGRID3
* xyz 2 7
C 2.735 0.864 0.421
O 1.874 1.904 0.093
C 2.253 -0.467 -0.155
O 0.860 -0.579 0.204
C -0.011 -1.165 -0.654
C -1.421 -0.988 -0.243
O -1.652 0.424 -0.053
C -2.997 0.746 0.302
Fe 0.039 1.460 0.105
H 2.834 0.748 1.519
H 3.753 1.031 0.024
H 2.786 -1.328 0.266
H 2.342 -0.466 -1.251
H 0.339 -1.831 -1.441
H -1.645 -1.491 0.716
H -2.100 -1.364 -1.020
H -3.067 1.835 0.379
H -3.677 0.385 -0.479
H -3.244 0.282 1.266
*
```